(1)
The following is a quantum chemistry calculation of C4H5DyO as an isolated structure in a non-equilibrium geometry, from the OMol25 dataset.

- multiplicity = 6
- HOMO (alpha / beta) (hartree) = -0.62112 / -0.62198
- molar mass (g mol⁻¹) = 231.583
- net charge = +2

Atoms and positions in Å:
H: -0.74 0.98 1.14
H: -2.66 1.27 -0.31
C: -0.90 0.28 0.30
C: 1.55 -0.41 0.11
H: -2.13 -0.18 -1.36
H: -0.08 -1.50 -0.69
O: 2.00 0.64 0.70
C: -1.95 0.47 -0.50
C: 0.14 -0.76 0.10
H: 0.66 -1.34 1.11
Dy: 4.12 0.54 -0.60

(2)
The following is a quantum chemistry calculation of C4H5EuO2 as an isolated structure in a non-equilibrium geometry, from the OMol25 dataset.

- multiplicity = 8
- HOMO (alpha / beta) (hartree) = -0.35434 / -0.35526
- molar mass (g mol⁻¹) = 237.046
- net charge = +1
- relative energy (zero: lowest compared OMol25 entry of this formula, charge and spin) (kJ/mol) = 200.40

Atoms and positions in Å:
O: 0.87 2.27 -1.59
Eu: -1.73 -3.96 2.00
H: 0.56 -0.84 1.54
H: 1.41 1.39 0.87
C: -1.01 -0.91 0.15
C: 1.05 1.02 -1.16
H: 0.71 0.26 -1.88
H: -1.45 -0.46 -0.75
O: -1.62 -2.00 0.57
C: 0.07 -0.33 0.70
H: 0.43 2.66 -0.63
C: 0.71 0.89 0.18

How do the records compare in total energy? In the order shown, they have -1114.9098 -1015.8136 hartree.